A molecular structure, C68H74N19O4Ru at a distorted geometry, computed with ωB97M-V/def2-TZVPD.

Computed properties:
- HOMO level (spin up / spin down) (eV) = -6.46 / -6.81
- E_LUMO (spin up / spin down) (eV) = -1.17 / -1.13
- 2S+1 = 2
- F_max (eV/Å) = 1.75
- charge = 0
- gap between HOMO and LUMO (spin up / spin down) (eV) = 5.30 / 5.68

XYZ file:
```
166
Properties=species:S:1:pos:R:3:forces:R:3:lowdin_charge:R:1
Ru -0.362 0.006 2.542 -0.16 0.11 -1.37 1.376
C -3.661 -2.554 -4.669 -0.04 0.08 0.27 -0.059
C -4.226 -3.056 -3.333 0.12 0.04 -0.28 -0.501
C -5.757 -3.093 -3.466 0.10 0.05 0.12 -0.030
C -3.613 -4.432 -3.051 -0.07 0.11 0.13 -0.026
C -3.819 -2.070 -2.239 0.12 -0.04 -0.50 -0.410
O -3.242 -1.026 -2.516 0.08 0.18 -0.17 0.044
N -4.083 -2.291 -0.925 0.03 0.46 0.75 0.179
C -4.422 -3.335 -0.042 -0.05 -0.42 0.28 -0.169
C -5.365 -4.331 -0.267 -0.09 0.06 -0.07 -0.037
C -5.639 -5.277 0.708 0.01 -0.02 0.01 -0.074
C -4.993 -5.240 1.928 -0.01 -0.07 0.03 -0.070
C -4.060 -4.248 2.175 -0.12 0.01 -0.03 -0.008
C -3.771 -3.300 1.207 -0.08 -0.02 -0.14 -0.148
C -2.746 -2.260 1.477 0.32 0.68 0.35 -0.068
C -1.402 -2.628 1.352 -0.02 0.56 0.03 -0.226
C -0.988 -3.966 1.086 0.93 -0.36 -0.04 0.029
C 0.366 -3.999 1.261 -0.95 -0.40 -0.30 0.006
C 0.774 -2.686 1.616 0.20 0.71 0.25 -0.261
N -0.300 -1.842 1.586 -0.04 -0.31 0.00 -0.021
C 2.080 -2.390 2.067 -0.90 0.55 0.11 -0.075
C 2.485 -1.155 2.594 -1.18 0.25 -0.61 -0.214
C 3.825 -0.772 2.862 0.82 1.23 0.17 0.015
C 3.848 0.598 2.913 0.68 -1.26 0.16 0.020
C 2.522 1.040 2.669 -1.01 0.34 -0.35 -0.223
C 2.181 2.340 2.269 -0.29 -0.80 0.05 -0.088
C 0.926 2.719 1.773 -0.14 -0.51 0.07 -0.280
N -0.197 1.932 1.697 0.07 0.28 0.01 -0.004
C -1.245 2.793 1.513 -0.18 -0.51 0.16 -0.238
C -2.618 2.505 1.619 0.47 -0.78 0.29 -0.069
C -3.133 1.233 1.898 1.22 0.03 -0.36 -0.227
C -4.500 0.860 1.829 -0.74 -1.16 -0.13 0.023
C -4.536 -0.511 1.770 -0.62 1.18 0.08 0.015
C -3.190 -0.962 1.791 1.18 -0.26 0.11 -0.246
N -2.351 0.105 1.966 -0.29 0.02 0.47 0.019
C -3.591 3.547 1.234 -0.17 0.34 -0.12 -0.143
C -4.441 4.139 2.162 0.07 0.01 -0.07 -0.008
C -5.419 5.029 1.756 -0.14 0.04 -0.02 -0.065
C -5.597 5.295 0.407 0.05 0.02 0.01 -0.067
C -4.758 4.716 -0.529 -0.13 -0.12 0.00 -0.032
C -3.726 3.883 -0.123 -0.30 0.28 0.40 -0.180
N -2.873 3.228 -1.039 -0.24 -0.57 0.23 0.199
C -2.052 3.588 -2.034 0.24 0.07 -0.30 -0.357
O -1.386 2.682 -2.552 -0.12 0.15 -0.06 -0.006
C -1.923 5.002 -2.592 0.16 0.18 -0.16 -0.492
C -0.570 5.113 -3.315 -0.16 -0.18 0.11 -0.042
C -3.028 5.191 -3.642 0.00 -0.11 0.14 -0.019
C -1.968 6.084 -1.515 -0.10 -0.10 -0.01 -0.024
C -0.767 4.119 1.340 0.88 0.22 -0.01 0.006
C 0.592 4.072 1.477 -0.68 0.27 -0.15 0.019
C 3.214 3.403 2.313 0.27 0.07 -0.15 -0.154
C 3.433 4.108 3.486 0.04 0.04 -0.07 -0.001
C 4.328 5.165 3.508 0.04 0.06 0.05 -0.068
C 5.009 5.515 2.354 0.06 -0.03 0.03 -0.072
C 4.812 4.812 1.176 -0.12 0.03 0.01 -0.032
C 3.920 3.748 1.148 0.19 0.10 0.39 -0.184
N 3.575 3.035 -0.018 -0.71 0.17 0.39 0.181
C 4.174 2.505 -1.110 0.12 -0.13 -0.36 -0.402
O 3.434 1.956 -1.921 0.17 -0.05 -0.22 0.032
C 5.682 2.586 -1.351 0.12 -0.22 -0.12 -0.492
C 6.480 2.322 -0.070 -0.11 0.09 0.01 -0.035
C 5.999 3.964 -1.975 -0.09 -0.06 0.02 -0.027
C 6.064 1.493 -2.359 -0.24 0.09 0.07 -0.054
N 1.687 -0.040 2.596 0.25 -0.17 0.56 -0.001
C 3.107 -3.424 1.917 0.30 -0.46 -0.05 -0.140
C 3.788 -3.878 3.041 -0.09 -0.13 -0.19 -0.022
C 4.804 -4.805 2.922 0.15 -0.10 0.03 -0.072
C 5.170 -5.266 1.668 -0.04 -0.02 0.01 -0.070
C 4.508 -4.820 0.536 0.08 0.01 0.03 -0.028
C 3.459 -3.918 0.645 0.20 -0.10 0.37 -0.180
N 2.807 -3.334 -0.456 0.18 0.64 0.44 0.170
C 2.304 -3.674 -1.670 -0.11 -0.07 -0.34 -0.404
O 1.753 -2.781 -2.303 -0.12 -0.02 -0.09 0.048
C 2.428 -5.085 -2.251 -0.23 -0.11 -0.15 -0.487
C 3.861 -5.274 -2.799 -0.05 0.07 0.03 -0.027
C 2.055 -6.153 -1.219 0.05 0.15 0.02 -0.035
C 1.426 -5.196 -3.410 0.09 0.21 0.14 -0.054
H -4.020 -3.190 -5.475 -0.03 -0.12 -0.08 0.088
H -2.574 -2.575 -4.661 0.12 -0.01 -0.04 0.080
H -3.981 -1.532 -4.858 0.00 0.03 -0.04 0.081
H -6.058 -4.001 -3.983 -0.08 -0.09 -0.06 0.091
H -6.100 -2.240 -4.049 -0.03 0.07 -0.04 0.088
H -6.262 -3.047 -2.508 -0.10 -0.03 0.04 0.064
H -3.821 -5.107 -3.880 -0.04 -0.04 -0.09 0.091
H -3.993 -4.881 -2.140 0.02 -0.12 0.01 0.059
H -2.533 -4.337 -2.952 0.13 -0.03 0.00 0.087
H -3.691 -1.520 -0.384 -0.07 -0.08 -0.42 0.124
H -5.903 -4.385 -1.196 -0.03 0.02 -0.10 0.086
H -6.372 -6.044 0.506 -0.06 -0.04 -0.03 0.105
H -5.210 -5.973 2.687 -0.04 -0.10 0.09 0.105
H -3.549 -4.208 3.126 0.13 0.08 0.10 0.121
H -1.645 -4.780 0.842 -0.04 -0.11 0.02 0.116
H 1.010 -4.854 1.214 0.11 -0.18 0.00 0.108
H 4.646 -1.450 2.970 0.27 -0.05 -0.05 0.105
H 4.689 1.239 3.081 0.27 0.14 -0.03 0.112
H -5.327 1.542 1.793 -0.18 0.07 -0.04 0.111
H -5.404 -1.137 1.694 -0.18 -0.15 -0.06 0.119
H -4.328 3.893 3.208 0.07 -0.05 0.09 0.131
H -6.066 5.493 2.486 -0.04 0.00 0.06 0.107
H -6.399 5.939 0.077 -0.03 0.06 0.00 0.106
H -4.937 4.875 -1.580 0.02 0.05 0.01 0.096
H -2.733 2.253 -0.775 0.09 0.11 -0.25 0.161
H -0.506 4.404 -4.138 0.02 -0.02 -0.03 0.078
H 0.252 4.921 -2.630 0.12 -0.02 0.06 0.090
H -0.457 6.116 -3.721 -0.04 0.11 0.00 0.090
H -2.939 4.441 -4.426 0.01 -0.03 -0.07 0.094
H -2.933 6.176 -4.090 0.01 0.12 -0.07 0.093
H -4.018 5.106 -3.209 -0.10 0.05 -0.05 0.060
H -1.166 5.925 -0.800 0.10 0.04 0.10 0.077
H -2.911 6.096 -0.982 0.00 0.14 0.06 0.065
H -1.828 7.058 -1.975 0.03 0.10 -0.09 0.093
H -1.381 4.990 1.231 -0.14 0.16 -0.09 0.108
H 1.284 4.891 1.450 0.09 0.18 0.07 0.118
H 2.877 3.834 4.371 -0.10 -0.03 0.05 0.128
H 4.473 5.728 4.418 0.04 0.02 0.07 0.105
H 5.696 6.348 2.363 0.05 0.06 0.00 0.105
H 5.341 5.108 0.284 -0.01 0.01 -0.06 0.095
H 2.585 2.790 0.002 0.31 0.01 -0.23 0.130
H 6.376 3.113 0.663 0.06 -0.02 0.08 0.060
H 7.535 2.230 -0.317 0.09 -0.01 -0.06 0.090
H 6.156 1.387 0.385 -0.01 -0.10 0.09 0.091
H 5.204 4.685 -1.798 0.02 0.13 0.04 0.076
H 6.111 3.872 -3.054 -0.02 0.01 -0.06 0.082
H 6.928 4.361 -1.574 0.10 0.08 0.04 0.087
H 5.892 0.505 -1.940 -0.02 -0.12 0.03 0.089
H 7.117 1.582 -2.612 0.14 0.06 0.02 0.088
H 5.476 1.580 -3.269 -0.03 0.00 -0.04 0.080
H 3.491 -3.502 4.008 -0.04 0.02 0.11 0.132
H 5.316 -5.158 3.803 0.07 -0.05 0.10 0.104
H 5.986 -5.966 1.566 0.04 -0.06 -0.02 0.105
H 4.835 -5.154 -0.434 0.01 -0.03 -0.12 0.092
H 2.497 -2.396 -0.209 0.08 -0.27 -0.31 0.128
H 4.513 -4.452 -2.508 0.15 -0.02 0.01 0.082
H 3.852 -5.307 -3.886 0.00 0.01 -0.06 0.081
H 4.290 -6.206 -2.441 0.10 -0.08 0.03 0.082
H 2.722 -6.153 -0.364 -0.02 -0.11 0.07 0.063
H 2.093 -7.139 -1.679 0.02 -0.05 -0.07 0.093
H 1.039 -5.983 -0.868 -0.10 -0.04 0.07 0.081
H 1.617 -4.432 -4.159 0.00 0.01 -0.04 0.082
H 0.411 -5.062 -3.043 -0.12 0.01 -0.01 0.079
H 1.501 -6.176 -3.875 0.07 -0.13 0.00 0.089
N -2.439 0.046 5.089 -0.46 0.06 -0.06 0.144
C -1.647 1.161 4.982 0.91 0.73 -0.29 -0.446
N -1.722 2.250 5.730 -0.80 -0.85 0.28 0.031
N -0.727 3.016 5.307 0.23 1.05 0.25 -0.084
N -0.078 2.460 4.363 0.86 0.25 -0.30 -0.043
N -0.621 1.271 4.107 -1.36 -0.48 1.00 -0.098
C -1.856 -1.175 4.864 0.76 -0.89 -0.38 -0.451
N -2.185 -2.312 5.456 -0.60 1.02 0.37 0.032
N -1.331 -3.200 4.968 0.00 -1.10 0.08 -0.085
N -0.538 -2.671 4.125 0.92 -0.25 -0.39 -0.044
N -0.822 -1.372 4.013 -1.18 0.74 0.86 -0.083
H -3.140 0.066 5.815 0.15 0.01 0.01 0.144
N 0.070 0.867 -3.693 -0.37 0.24 -0.05 0.175
C 0.873 0.299 -2.584 0.31 -0.32 0.72 -0.144
C -0.011 0.116 -1.339 0.22 0.08 -0.17 -0.229
N 0.801 0.040 -0.147 0.29 -0.07 -0.38 0.019
H 0.654 1.143 -4.481 -0.19 -0.17 0.00 0.163
H -0.446 1.710 -3.309 0.13 -0.26 -0.36 0.084
H -0.648 0.195 -3.977 0.10 0.13 -0.16 0.163
H 1.690 0.991 -2.354 -0.31 -0.07 -0.19 0.090
H 1.301 -0.661 -2.876 -0.05 0.12 -0.11 0.102
H -0.610 -0.795 -1.419 -0.05 0.05 -0.01 0.114
H -0.690 0.967 -1.241 0.04 -0.13 0.03 0.093
H 1.396 0.860 -0.074 0.01 -0.09 0.04 0.061
H 1.405 -0.771 -0.208 0.02 0.04 0.10 0.057
```
Positions in Å, forces in eV/Å.